{"formula": "C60H81F3N8O6S", "method": "ωB97M-V/def2-TZVPD", "homo_ev": -9.386, "lumo_energy_ev": 0.099, "relative_energy_kj_mol": 313.1, "homo_lumo_gap_ev": 9.485, "total_energy_ev": -106720.5713, "max_force_ev_per_a": 7.16, "spin_multiplicity": 1, "elements": ["C", "C", "O", "C", "C", "C", "C", "C", "C", "O", "C", "C", "C", "C", "C", "C", "C", "C", "C", "C", "C", "C", "C", "C", "O", "C", "S", "O", "O", "C", "F", "F", "F", "C", "O", "N", "H", "H", "H", "H", "H", "H", "H", "H", "H", "H", "H", "H", "H", "H", "H", "H", "H", "H", "H", "H", "H", "H", "H", "H", "H", "H", "H", "H", "H", "H", "H", "H", "H", "H", "H", "H", "H", "H", "H", "H", "H", "H", "H", "H", "H", "H", "N", "C", "C", "C", "C", "C", "H", "H", "H", "H", "H", "N", "C", "C", "C", "C", "C", "H", "H", "H", "H", "H", "N", "C", "C", "C", "C", "C", "H", "H", "H", "H", "H", "N", "C", "C", "C", "C", "C", "H", "H", "H", "H", "H", "N", "C", "C", "C", "C", "C", "H", "H", "H", "H", "H", "N", "C", "C", "C", "C", "C", "H", "H", "H", "H", "H", "N", "C", "C", "C", "C", "C", "H", "H", "H", "H", "H"], "coordinates": [[-0.77609, 3.85523, 2.16577], [-0.68229, 3.74372, 3.68737], [0.49028, 3.06750, 4.12546], [0.55025, 1.73475, 3.62266], [1.45361, 0.87012, 4.49332], [0.76396, -0.26743, 5.26326], [-0.19055, -1.17093, 4.47427], [0.46840, -2.35257, 3.74795], [0.74937, -2.11052, 2.25656], [1.15445, -0.76440, 2.06619], [-0.41378, -2.45281, 1.30386], [0.31996, -2.89417, 0.01560], [0.90660, -1.81894, -0.94347], [2.22015, -2.25771, -1.62318], [3.53237, -2.06192, -0.85857], [3.79911, -0.63755, -0.36263], [5.30364, -0.41106, -0.14084], [5.79794, 1.03900, -0.27211], [6.08135, 1.40065, -1.74033], [4.87404, 1.74776, -2.63678], [3.97014, 2.88175, -2.13671], [2.57395, 2.84587, -2.78522], [1.81062, 4.15358, -2.51712], [0.30102, 4.01209, -2.61479], [-0.29857, 5.20580, -2.14551], [-1.63681, 5.05883, -1.72597], [-0.87318, -3.82820, -0.96550], [-0.30714, -4.26498, -2.20710], [-1.48562, -4.84685, -0.15478], [-2.27119, -2.63283, -1.38209], [-2.03376, -1.39500, -0.97089], [-2.46066, -2.63386, -2.68266], [-3.37126, -3.05903, -0.79188], [1.36608, -3.78993, 0.68897], [1.75317, -4.87475, 0.36133], [1.76109, -3.05946, 1.80238], [0.20825, 3.90645, 1.69917], [-1.28225, 2.98272, 1.73829], [-1.36677, 4.72193, 1.87000], [-0.63679, 4.74296, 4.10760], [-1.58213, 3.24393, 4.06378], [-0.47380, 1.35202, 3.55042], [0.98245, 1.77671, 2.61581], [2.24336, 0.44327, 3.87582], [1.94441, 1.52572, 5.21561], [0.27064, 0.12692, 6.15357], [1.56691, -0.90864, 5.64246], [-0.79423, -0.62216, 3.74820], [-0.90205, -1.58633, 5.19070], [-0.21689, -3.20500, 3.80144], [1.36837, -2.67783, 4.27533], [0.43447, -0.25959, 1.67656], [-0.86957, -3.33299, 1.76623], [-1.23006, -1.73797, 1.20465], [1.00472, -0.83808, -0.48220], [0.19412, -1.69542, -1.76247], [2.30878, -1.71355, -2.56497], [2.10020, -3.31880, -1.85774], [4.33548, -2.30891, -1.56074], [3.64898, -2.76782, -0.03621], [3.38602, 0.10118, -1.04865], [3.30744, -0.48376, 0.59720], [5.52876, -0.74793, 0.87630], [5.88434, -1.05410, -0.80678], [5.13806, 1.74722, 0.23287], [6.75647, 1.09434, 0.25291], [6.54003, 0.49785, -2.15683], [6.84636, 2.17530, -1.83031], [4.32556, 0.82887, -2.86028], [5.27757, 2.08686, -3.59505], [4.47242, 3.81481, -2.40333], [3.80849, 2.86009, -1.05723], [2.03338, 2.02719, -2.29462], [2.68025, 2.64579, -3.85179], [2.12781, 4.88938, -3.25708], [2.03306, 4.50207, -1.50553], [0.03087, 3.84490, -3.66909], [-0.04614, 3.12911, -2.05954], [-2.18027, 4.35685, -2.36735], [-1.69545, 4.71138, -0.69128], [-2.11498, 6.03548, -1.79022], [2.19519, -3.65202, 2.49929], [-3.74743, 7.15243, 0.05344], [-5.05779, 7.38980, 0.02187], [-5.87628, 7.04493, -1.04280], [-5.30318, 6.41759, -2.13780], [-3.94192, 6.16214, -2.12105], [-3.21249, 6.54813, -1.00600], [-5.46721, 7.88199, 0.89818], [-6.93529, 7.26234, -1.01180], [-5.90795, 6.13221, -2.98907], [-3.45136, 5.67405, -2.95204], [-2.14519, 6.36268, -0.95406], [-5.16693, -7.46700, -4.47102], [-5.17939, -6.16033, -4.21330], [-4.41704, -5.56622, -3.21853], [-3.61472, -6.37597, -2.42962], [-3.60862, -7.73962, -2.66993], [-4.39147, -8.23109, -3.70278], [-5.82062, -5.56095, -4.85075], [-4.45330, -4.49582, -3.07036], [-2.99677, -5.96075, -1.64423], [-2.98793, -8.40709, -2.08759], [-4.38376, -9.28799, -3.94694], [1.50558, -7.37990, 4.27465], [0.82351, -8.51178, 4.43396], [-0.00447, -9.05078, 3.46045], [-0.13549, -8.37459, 2.25816], [0.56412, -7.19168, 2.07283], [1.36888, -6.74814, 3.11049], [0.95062, -9.00893, 5.38950], [-0.53238, -9.97676, 3.64396], [-0.77411, -8.76206, 1.47451], [0.49194, -6.63903, 1.15038], [1.94702, -5.83726, 3.00424], [1.58700, 6.08085, 5.09390], [1.90532, 7.34380, 5.37011], [2.71418, 7.71940, 6.43229], [3.21854, 6.72682, 7.25701], [2.89479, 5.40787, 6.98408], [2.07983, 5.13466, 5.89316], [1.48804, 8.09104, 4.70331], [2.94051, 8.76260, 6.60636], [3.85278, 6.97799, 8.09795], [3.26563, 4.60167, 7.60276], [1.80053, 4.12021, 5.64044], [0.67745, -6.17675, -7.09082], [0.49810, -6.26522, -5.77341], [-0.72501, -6.54239, -5.18071], [-1.82530, -6.73668, -6.00082], [-1.65669, -6.64682, -7.37331], [-0.38976, -6.36882, -7.86469], [1.38112, -6.10129, -5.16502], [-0.81223, -6.59639, -4.10364], [-2.79829, -6.94462, -5.57454], [-2.48876, -6.78719, -8.04987], [-0.21631, -6.29267, -8.93289], [1.86800, 0.48102, -5.49135], [2.15834, -0.35020, -6.49025], [1.25046, -1.25090, -7.02880], [-0.03018, -1.29451, -6.50105], [-0.34911, -0.43497, -5.46186], [0.63180, 0.42837, -4.99865], [3.17120, -0.29036, -6.87377], [1.54366, -1.90275, -7.84024], [-0.76663, -1.98652, -6.89015], [-1.33531, -0.43570, -5.01677], [0.42145, 1.11818, -4.18557], [-3.13522, 5.56077, 4.38717], [-3.41732, 5.61033, 5.68669], [-4.69463, 5.81945, 6.18545], [-5.73456, 5.98494, 5.28408], [-5.45654, 5.93170, 3.92752], [-4.14410, 5.71648, 3.53289], [-2.57424, 5.47692, 6.35729], [-4.86736, 5.85095, 7.25258], [-6.74570, 6.15040, 5.63395], [-6.23758, 6.05247, 3.18894], [-3.87902, 5.66915, 2.48151]], "lowdin_charge": [-0.079, -0.280, -0.179, -0.228, -0.159, -0.181, -0.179, -0.095, -0.467, 0.011, -0.041, -0.337, -0.119, -0.162, -0.190, -0.194, -0.203, -0.204, -0.203, -0.211, -0.212, -0.217, -0.176, -0.253, -0.144, -0.168, 0.794, -0.251, -0.277, -0.683, 0.145, 0.162, 0.159, -0.444, 0.128, 0.191, 0.080, 0.066, 0.060, 0.085, 0.108, 0.110, 0.113, 0.101, 0.111, 0.111, 0.108, 0.098, 0.112, 0.121, 0.122, 0.096, 0.131, 0.134, 0.117, 0.096, 0.117, 0.109, 0.113, 0.103, 0.093, 0.097, 0.110, 0.102, 0.101, 0.104, 0.102, 0.105, 0.097, 0.111, 0.117, 0.101, 0.100, 0.102, 0.120, 0.118, 0.126, 0.117, 0.107, 0.113, -0.024, 0.141, 0.094, -0.151, -0.066, -0.053, -0.046, -0.203, 0.102, 0.102, 0.109, 0.112, 0.065, 0.049, -0.162, -0.064, -0.067, -0.068, -0.166, 0.104, 0.091, 0.080, 0.104, 0.105, 0.053, -0.161, -0.075, -0.071, -0.059, -0.153, 0.101, 0.099, 0.105, 0.078, 0.084, 0.069, -0.154, -0.080, -0.088, -0.071, -0.139, 0.103, 0.098, 0.102, 0.099, 0.082, 0.048, -0.153, -0.063, -0.069, -0.072, -0.166, 0.104, 0.092, 0.079, 0.100, 0.099, 0.060, -0.151, -0.066, -0.074, -0.073, -0.161, 0.104, 0.103, 0.107, 0.098, 0.088, 0.064, -0.145, -0.073, -0.083, -0.073, -0.142, 0.108, 0.100, 0.104, 0.096, 0.087]}